w:
A molecular structure, C3H2O3, computed with the ωB97M-V functional and the def2-TZVPD basis.

HOMO energy = -9.4 eV

```
8
C3H2O3, DFT the ωB97M-V functional and the def2-TZVPD basis
O -0.576 -2.534 -0.234
C -0.425 -1.391 -0.004
O -0.746 -0.505 0.870
C -0.032 0.786 0.707
C 0.630 0.757 -0.466
O 0.612 -0.384 -1.106
H -0.626 1.618 1.054
H 1.164 1.653 -0.820
```

=====

x:
2 unconnected molecules or ions with the total composition C3H2O3, computed with the ωB97M-V functional and the def2-TZVPD basis.

SMILES = O=C=O.C#CO
HOMO energy = -9.1 eV

```
8
C3H2O3, DFT the ωB97M-V functional and the def2-TZVPD basis
O -0.361 1.370 1.094
C -0.951 1.508 0.117
O -1.377 1.315 -0.906
C 0.221 -1.447 -1.013
C 0.664 -0.798 -0.036
O 1.229 -0.070 0.859
H -0.105 -2.179 -1.693
H 0.679 0.301 1.579
```

=====

y:
A single C3H2O3 molecule, computed with the ωB97M-V functional and the def2-TZVPD basis.

SMILES = O=CC(=O)C=O
HOMO energy = -10.1 eV

```
8
C3H2O3, DFT the ωB97M-V functional and the def2-TZVPD basis
O -1.787 -0.270 0.907
C -0.972 0.588 0.687
C 0.076 0.389 -0.405
O 0.227 1.217 -1.271
C 0.922 -0.883 -0.382
O 1.170 -1.450 0.650
H -0.980 1.581 1.175
H 1.344 -1.173 -1.363
```

=====

z:
A single C3H2O3 molecule, computed with the ωB97M-V functional and the def2-TZVPD basis.

SMILES = O=C=COC=O
HOMO energy = -9.6 eV

```
8
C3H2O3, DFT the ωB97M-V functional and the def2-TZVPD basis
O -0.349 1.135 -2.123
C 0.186 0.390 -1.399
C 0.773 -0.431 -0.538
O 0.040 -0.992 0.510
C -0.644 -0.053 1.242
O -1.779 -0.204 1.568
H 1.811 -0.705 -0.672
H -0.038 0.859 1.413
```

=====

Energies relative to the most stable structure, in kcal/mol: w 7.5; x 30.6; y 0.0; z 6.2.

=====

w:
A single C19H25N3O5 molecule, computed with the ωB97M-V functional and the def2-TZVPD basis.

SMILES = CCOCCCNc1ccc(N2C(=O)[C@H]3CCCC[C@H]3C2=O)cc1[N+](=O)[O-]
HOMO energy = -8.1 eV

```
52
C19H25N3O5, DFT the ωB97M-V functional and the def2-TZVPD basis
C -7.582 -2.387 0.054
C -7.363 -1.195 0.984
O -6.154 -0.505 0.761
C -6.106 0.243 -0.434
C -4.877 1.147 -0.388
C -3.598 0.320 -0.304
N -2.458 1.198 -0.219
C -1.184 0.815 -0.076
C -0.836 -0.553 0.017
C 0.459 -0.964 0.183
C 1.495 -0.024 0.258
N 2.833 -0.452 0.440
C 3.413 -1.470 -0.297
O 2.848 -2.122 -1.134
C 4.868 -1.580 0.120
C 5.762 -1.235 -1.078
C 5.611 0.239 -1.445
C 5.970 1.173 -0.274
C 6.150 0.424 1.047
C 5.025 -0.588 1.273
C 3.687 0.119 1.372
O 3.386 1.003 2.127
C 1.205 1.314 0.151
C -0.114 1.750 -0.016
N -0.308 3.145 -0.144
O 0.670 3.868 -0.172
O -1.454 3.585 -0.235
H -6.713 -3.039 0.076
H -8.452 -2.947 0.384
H -7.751 -2.061 -0.970
H -8.212 -0.499 0.902
H -7.294 -1.541 2.018
H -6.045 -0.423 -1.308
H -7.016 0.855 -0.531
H -4.862 1.774 -1.280
H -4.946 1.787 0.492
H -3.515 -0.323 -1.190
H -3.657 -0.320 0.582
H -2.621 2.200 -0.274
H -1.619 -1.289 -0.038
H 0.689 -2.015 0.251
H 5.064 -2.612 0.424
H 6.801 -1.461 -0.837
H 5.467 -1.858 -1.924
H 4.578 0.412 -1.757
H 6.245 0.458 -2.305
H 6.893 1.712 -0.492
H 5.184 1.921 -0.151
H 6.150 1.139 1.871
H 7.106 -0.102 1.057
H 5.198 -1.099 2.226
H 1.981 2.061 0.205
```

=====

x:
2 unconnected molecules or ions with the total composition C19H25N3O5, computed with the ωB97M-V functional and the def2-TZVPD basis.

SMILES = Cc1cc(Cc2ccccc2)n(O)c(=O)c1.CNC(=O)[C@H](CO)NC(C)=O
HOMO energy = -8.6 eV

```
52
C19H25N3O5, DFT the ωB97M-V functional and the def2-TZVPD basis
C 1.468 -1.440 1.895
C 0.457 -0.330 1.851
C -0.962 -0.628 2.026
C -1.923 0.369 2.017
C -3.371 -0.006 2.235
C -3.555 -0.549 3.630
C -3.604 0.323 4.727
C -3.739 -0.179 6.026
C -3.823 -1.559 6.237
C -3.779 -2.435 5.149
C -3.649 -1.932 3.851
N -1.531 1.705 1.811
O -2.475 2.772 1.761
C -0.185 2.014 1.633
O 0.127 3.173 1.381
C 0.830 0.979 1.655
H 1.444 -1.929 2.874
H 2.479 -1.060 1.722
H 1.241 -2.185 1.126
H -1.262 -1.658 2.191
H -3.662 -0.759 1.496
H -4.028 0.855 2.087
H -3.530 1.396 4.569
H -3.775 0.503 6.870
H -3.926 -1.949 7.246
H -3.851 -3.507 5.311
H -3.617 -2.622 3.013
H -1.982 3.606 1.603
H 1.864 1.273 1.523
C 0.510 1.800 -5.986
N 0.921 0.932 -4.883
C 2.065 1.063 -4.200
O 2.869 1.963 -4.428
C 2.344 0.030 -3.097
C 1.716 0.490 -1.779
O 0.310 0.560 -1.911
N 3.782 -0.218 -2.905
C 4.590 -0.923 -3.696
C 4.037 -1.603 -4.934
O 5.772 -1.041 -3.418
H -0.036 2.660 -5.594
H 1.390 2.162 -6.525
H -0.127 1.250 -6.680
H 0.273 0.227 -4.564
H 1.862 -0.907 -3.376
H 2.109 1.474 -1.514
H 1.967 -0.219 -0.989
H -0.039 1.084 -1.181
H 4.251 0.274 -2.163
H 4.850 -2.129 -5.433
H 3.634 -0.851 -5.610
H 3.267 -2.316 -4.651
```

=====

Energies relative to the most stable structure, in kcal/mol: w 13.3; x 0.0.

=====

w:
A molecular structure, C8H10N2O2, computed with the ωB97M-V functional and the def2-TZVPD basis.

HOMO energy = -8.9 eV

```
22
C8H10N2O2, DFT the ωB97M-V functional and the def2-TZVPD basis
C -2.396 0.442 0.943
C -0.646 -0.374 -0.243
C -1.942 -1.045 1.032
C -1.810 -0.287 -1.186
C 2.811 -0.885 0.052
C 1.596 -1.325 0.322
C -0.199 1.275 -0.052
C 0.467 -1.306 -0.659
N -2.837 0.249 -0.430
N -1.279 1.426 0.994
O -2.284 -2.120 1.339
O -1.913 -0.612 -2.341
H -3.198 0.775 1.604
H 3.611 -0.928 0.771
H 3.067 -0.479 -0.914
H 1.354 -1.726 1.298
H 0.780 1.375 0.394
H -0.351 1.810 -0.981
H 0.049 -2.313 -0.755
H 0.831 -0.999 -1.645
H -3.743 0.469 -0.811
H -1.662 2.362 1.044
```

=====

x:
A single C8H10N2O2 molecule, computed with the ωB97M-V functional and the def2-TZVPD basis.

HOMO energy = -7.9 eV

```
22
C8H10N2O2, DFT the ωB97M-V functional and the def2-TZVPD basis
C 1.435 0.353 -2.109
C 1.044 0.033 -1.021
C -0.553 -0.274 2.193
C 1.374 0.900 1.660
C -0.645 -0.487 0.702
C 1.896 0.432 -3.472
C -1.693 0.683 0.419
C -1.268 -1.847 0.457
N 0.382 0.704 2.503
N 0.720 -0.311 0.194
O -1.380 -0.640 3.006
O 2.364 1.504 1.458
H 1.027 0.319 -4.253
H 2.424 1.376 -3.738
H 2.634 -0.423 -3.754
H -2.617 0.424 1.015
H -1.763 0.871 -0.667
H -1.354 1.724 0.814
H -1.409 -1.878 -0.637
H -2.217 -1.902 1.034
H -0.735 -2.622 0.829
H 0.335 1.061 3.367
```

=====

y:
A single C8H10N2O2 molecule, computed with the ωB97M-V functional and the def2-TZVPD basis.

SMILES = CCCOC(=O)c1cnccn1
HOMO energy = -9.5 eV

```
22
C8H10N2O2, DFT the ωB97M-V functional and the def2-TZVPD basis
C -1.560 2.818 0.760
C -1.637 1.861 1.948
C -0.469 0.882 1.812
O -0.392 0.051 0.680
C 0.686 -0.846 0.765
O 1.393 -1.117 1.671
C 0.864 -1.492 -0.613
C 2.033 -2.053 -0.868
N 2.277 -2.639 -1.999
C 1.536 -2.420 -3.083
C 0.221 -1.826 -2.767
N -0.097 -1.327 -1.616
H -0.978 3.823 1.108
H -2.700 3.069 0.590
H -0.943 2.166 -0.096
H -1.470 2.367 2.978
H -2.623 1.421 1.903
H 0.474 1.555 1.691
H -0.469 0.323 2.764
H 2.740 -2.342 -0.054
H 1.619 -2.738 -4.103
H -0.504 -1.536 -3.470
```

=====

Energies relative to the most stable structure, in kcal/mol: w 15.0; x 22.3; y 0.0.

=====

w:
2 unconnected molecules or ions with the total composition C3H5IO, computed with the ωB97M-V functional and the def2-TZVPD basis.

SMILES = O=C=CI.C
HOMO energy = -9.0 eV

```
10
C3H5IO, DFT the ωB97M-V functional and the def2-TZVPD basis
O -0.466 1.494 -1.718
C -1.202 0.797 -1.084
C -1.802 -0.057 -0.340
I -3.662 -0.847 -0.850
H -1.455 -0.196 0.591
C 1.706 -0.280 0.685
H 2.244 0.659 0.920
H 0.929 -0.465 1.441
H 2.465 -1.056 0.648
H 1.243 -0.048 -0.292
```

=====

x:
2 unconnected molecules or ions with the total composition C3H5IO, computed with the ωB97M-V functional and the def2-TZVPD basis.

HOMO energy (alpha / beta) = -8.0 / -8.8 eV

```
10
C3H5IO, DFT the ωB97M-V functional and the def2-TZVPD basis
C 0.486 -1.805 0.466
C 0.227 1.083 -0.490
C -0.794 0.824 0.506
O 1.073 -1.630 -0.559
I -2.739 0.606 -0.284
H 0.651 -2.600 1.114
H 1.030 1.628 0.079
H 0.739 0.170 -0.805
H -0.117 1.650 -1.251
H -0.555 0.074 1.226
```

=====

Energies relative to the most stable structure, in kcal/mol: w 0.0; x 69.2.